# 1
A cluster of 3 separate species, C21H46O11S2 in total at a distorted geometry. Source: the OMol25 dataset; level of theory: wB97M-V/def2-TZVPD.

The geometry in XYZ format:
```
80
Properties=species:S:1:pos:R:3:forces:R:3
C 3.266043 -2.280055 3.152423 0.0684 0.0048 0.1608
O 3.045444 -1.001842 3.713730 0.0791 -0.1447 -0.0464
C 1.696985 -0.819065 4.089214 -0.0272 0.0122 -0.0024
C 1.530881 0.610535 4.565838 0.0218 0.0666 0.2032
C 0.157013 0.975554 5.178851 0.1631 -0.0555 -0.0127
C -1.059347 0.152511 4.718807 -0.1888 0.1840 0.0809
C -1.438170 -0.962259 5.705023 -0.0108 0.0426 -0.0266
C -2.325448 -2.086320 5.148621 -0.0202 -0.0922 0.0483
C -1.938475 -2.601553 3.760685 -0.1001 0.0549 -0.0525
C -2.554485 -3.960922 3.429822 0.0145 0.1685 -0.1293
C -2.074791 -4.556493 2.103594 0.0841 0.0063 0.0050
C -2.578676 -3.805197 0.861697 -0.0277 -0.0079 -0.0640
C -1.590802 -2.822185 0.265829 -0.1084 0.0051 -0.0335
O -0.574179 -3.590033 -0.418119 0.0299 -0.0160 0.2585
C 0.287926 -2.895384 -1.170855 -0.8672 -0.1072 -0.2764
O 1.459488 -2.886798 -1.013583 1.1831 -0.0469 0.2114
O -0.358759 -2.251053 -2.162560 -0.2094 0.3868 0.0155
C 0.435355 -1.374500 -2.944239 -0.0144 -0.0042 0.0047
O 0.953259 -2.098611 -4.009588 0.0668 -0.0973 0.0220
C 2.135365 -1.542200 -4.557187 -0.0025 0.0608 0.0576
H 2.807424 -2.372355 2.163738 -0.0799 0.0067 -0.0410
H 2.867453 -3.072732 3.802242 0.0293 0.0701 -0.0522
H 4.342394 -2.419902 3.056901 -0.0448 0.0444 -0.0132
H 1.048663 -1.037345 3.227757 -0.0137 0.0019 0.0793
H 1.445042 -1.528703 4.893593 -0.0596 0.0142 -0.0889
H 1.783493 1.288202 3.744823 -0.1129 -0.1287 -0.0560
H 2.300220 0.768310 5.327967 0.0059 0.0638 -0.0855
H -0.028677 2.029620 4.962287 0.0062 -0.0752 0.0422
H 0.239504 0.895490 6.268610 -0.1084 -0.0062 -0.0519
H -0.900076 -0.249259 3.717725 0.0798 0.0285 0.0038
H -1.910814 0.835045 4.629086 0.0144 -0.0905 -0.0839
H -1.968878 -0.486446 6.536875 0.1103 -0.1037 0.0657
H -0.532515 -1.395615 6.145616 -0.0057 -0.0281 -0.1802
H -3.373669 -1.765678 5.136119 0.0607 0.0078 -0.0697
H -2.284541 -2.932777 5.844494 -0.0287 0.0941 0.0254
H -0.845607 -2.659376 3.673327 -0.0454 -0.0365 0.0230
H -2.282642 -1.880339 3.010175 0.1709 0.0101 0.0089
H -2.344267 -4.665133 4.241331 -0.0263 0.0430 -0.0271
H -3.643818 -3.837303 3.368862 0.0380 -0.1301 0.1702
H -2.402609 -5.598211 2.055332 0.0119 0.0629 -0.0325
H -0.978173 -4.577762 2.082686 -0.0771 -0.0659 0.0177
H -2.829215 -4.511737 0.065419 -0.0328 0.0483 0.0457
H -3.500410 -3.260893 1.097664 0.0572 -0.0342 0.0155
H -1.096230 -2.228140 1.042514 -0.0292 -0.0167 -0.0660
H -2.075267 -2.150754 -0.446149 0.0046 -0.0708 0.0180
H 1.239072 -0.957491 -2.328869 -0.0418 -0.0058 -0.0244
H -0.249114 -0.587232 -3.278208 0.0178 -0.0713 -0.0145
H 1.903116 -0.708295 -5.228366 0.0569 -0.0294 0.0294
H 2.807067 -1.186842 -3.767450 -0.0253 -0.0566 -0.0370
H 2.636042 -2.332938 -5.113317 -0.0592 0.0630 -0.0296
O -1.329150 3.371521 3.146031 -0.0853 -0.0445 0.0407
S -1.565642 4.723975 3.558370 0.1044 0.0842 -0.1116
O -2.505355 4.985396 4.604115 -0.0011 -0.0577 0.0220
O -1.931641 5.588281 2.278533 -0.0099 0.0255 0.0712
C -2.989552 5.087963 1.420012 -0.0890 -0.0815 -0.1456
C -4.367336 5.360944 1.981019 0.0288 0.0198 0.0772
C -0.036647 5.505721 3.933121 0.0182 0.0130 0.0101
H -2.821269 4.024493 1.247028 0.0220 0.0020 0.0370
H -2.831757 5.614165 0.481090 0.0279 0.0342 0.0293
H -4.553629 4.781700 2.883630 0.0078 -0.0067 -0.0066
H -5.116645 5.093646 1.235015 0.0039 0.0019 -0.0102
H -4.477868 6.417081 2.225828 -0.0125 0.0018 -0.0309
H 0.656734 5.327657 3.116235 -0.0030 -0.0032 -0.0001
H 0.325129 5.049960 4.852653 -0.0084 -0.0062 -0.0018
H -0.215010 6.567579 4.079160 -0.0061 -0.0049 0.0114
O 4.587192 0.267787 -10.249242 0.0154 -0.0123 0.0083
S 3.952397 1.360491 -9.575671 -0.0395 -0.0086 0.0036
O 4.192123 1.549854 -8.177806 0.0108 0.0152 -0.0038
O 2.389280 1.289828 -9.845384 0.0318 0.0427 0.0251
C 1.736996 0.013862 -9.617872 -0.1081 -0.1915 -0.0369
C 1.507848 -0.259270 -8.148342 0.0642 0.0733 0.0429
C 4.265894 2.864116 -10.429425 0.0035 0.0188 -0.0282
H 2.330215 -0.769668 -10.089849 0.0418 0.0347 0.0033
H 0.797545 0.100075 -10.159456 0.0066 0.0653 0.0087
H 2.449975 -0.413590 -7.624928 0.0038 -0.0123 -0.0171
H 0.895974 -1.154661 -8.033033 -0.0062 -0.0022 -0.0210
H 0.993970 0.580662 -7.680136 -0.0336 -0.0211 -0.0085
H 4.044193 2.721000 -11.483047 0.0003 0.0012 0.0024
H 5.320593 3.086778 -10.283328 -0.0012 -0.0090 0.0064
H 3.647844 3.645108 -9.995106 0.0056 -0.0018 0.0070
```
Forces are in eV/Å.

Kohn-Sham gap = 0.3700 hartree
E_LUMO = 0.540 eV
relative energy (zero: lowest compared OMol25 entry of this formula, charge and spin) = 0.00 kJ/mol
structure (SMILES) = COCCCCCCCCCCCOC(=O)OCOC.CCOS(C)(=O)=O.CCOS(C)(=O)=O
highest occupied orbital energy = -0.350 Eh



# 2
A cluster of 4 separate species, C4H5Cl11 in total. Source: the OMol25 dataset; level of theory: wB97M-V/def2-TZVPD.

The geometry in XYZ format:
```
20
Properties=species:S:1:pos:R:3:forces:R:3
C 13.501754 6.608573 3.192409 -0.4365 -0.1514 0.0262
Cl 13.459598 6.806573 1.447568 0.0093 0.0822 -0.0205
Cl 14.289543 5.115759 3.640682 0.2424 -0.2797 0.0661
Cl 11.856880 6.639143 3.871535 0.1080 0.0973 -0.1118
H 14.047414 7.423009 3.632865 0.1093 0.2477 0.0213
C 11.742031 9.712966 9.158369 0.3719 -0.2221 0.0748
Cl 12.973138 10.930050 8.874236 0.2074 0.1537 -0.1186
Cl 10.947626 9.992402 10.682644 -0.2409 0.0645 0.3266
Cl 12.443597 8.085064 9.095553 -0.0448 0.0130 -0.0221
H 11.018270 9.780057 8.373257 -0.3292 -0.0070 -0.3277
C 9.378304 5.651654 11.192765 -0.1726 0.3640 -0.0105
Cl 9.550719 7.063016 12.222232 -0.0551 0.3153 0.0114
Cl 8.840340 6.083106 9.551131 0.0884 -0.0132 0.3327
Cl 8.270292 4.519548 11.937436 -0.0487 -0.2875 -0.0688
H 10.364488 5.234009 11.128168 0.1657 -0.4060 -0.1980
C 8.826465 7.135245 6.035969 -0.2301 0.4797 0.0593
Cl 8.795511 8.829500 6.567969 0.0192 0.0997 -0.0293
Cl 7.343928 6.670091 5.219319 -0.1386 -0.0714 -0.0526
H 9.643860 7.021740 5.351733 0.2813 -0.0764 -0.1573
H 8.944714 6.550580 6.924973 0.0937 -0.4025 0.1988
```
Forces are in eV/Å.

Kohn-Sham gap = 0.4192 hartree
E_LUMO = 0.365 eV
relative energy (zero: lowest compared OMol25 entry of this formula, charge and spin) = 10.36 kJ/mol
structure (SMILES) = ClC(Cl)Cl.ClC(Cl)Cl.ClC(Cl)Cl.ClCCl
highest occupied orbital energy = -0.406 Eh



# 3
A cluster of 2 separate species, H4N3O3Si in total at a distorted geometry. Source: the OMol25 dataset; level of theory: wB97M-V/def2-TZVPD.

The geometry in XYZ format:
```
11
Properties=species:S:1:pos:R:3:forces:R:3
N -0.180910 -3.686340 -2.068386 2.0046 -3.9186 -1.3165
N 0.632139 -3.176138 -2.727274 1.0618 1.8555 -0.0837
N -1.257130 -3.275018 -1.352466 -2.2872 1.5888 1.5973
O -1.393117 -3.669578 -0.193958 0.4431 -0.2339 0.9613
O -2.208642 -2.950519 -2.050686 -1.3077 0.6607 -0.8579
O 0.810520 -0.810523 -0.627613 0.4164 -3.4955 -1.7852
Si -0.433330 0.090907 -0.194202 -2.8950 0.7444 1.6591
H 0.729702 -1.747980 -1.106031 0.2287 2.8693 0.8921
H -1.139193 1.069864 -1.086301 0.3056 -0.5866 -0.5567
H -1.694406 -0.545696 0.607950 1.6420 0.3388 -1.0169
H 0.130979 1.073501 0.723717 0.3877 0.1772 0.5071
```
Forces are in eV/Å.

Kohn-Sham gap = 0.2470 hartree
E_LUMO = 3.824 eV
relative energy (zero: lowest compared OMol25 entry of this formula, charge and spin) = 33.81 kJ/mol
net charge = -1
highest occupied orbital energy = -0.106 Eh



# 4
A cluster of 3 separate species, C20H36BrF3N2O11S2 in total. Source: the OMol25 dataset; level of theory: wB97M-V/def2-TZVPD.

The geometry in XYZ format:
```
75
Properties=species:S:1:pos:R:3:forces:R:3
C 2.638532 -2.413120 -2.659517 0.1822 0.3386 0.0572
C 2.513182 -1.847447 -1.243338 -0.2572 -0.0366 0.2287
C 1.056190 -1.899224 -0.775536 0.4476 0.1286 0.1156
C 3.120020 -0.443445 -1.115527 0.3473 0.0569 -0.4251
C 2.409330 0.633878 -1.963107 -0.0165 -0.1095 0.4140
C 1.664263 1.662879 -1.094574 0.5349 0.5801 -0.5450
N 2.604813 2.479424 -0.345513 -0.4254 0.0437 0.1074
O 0.895077 0.975774 -0.117518 -0.2828 -0.3918 0.1415
C -0.382435 1.342411 -0.030814 -0.4781 -0.3339 0.6295
O -1.173393 0.747903 0.660006 0.4536 0.4213 -0.6381
C -0.634552 2.617990 -0.863738 0.5372 -0.0994 0.0034
O -1.808460 2.613238 -1.589958 -0.0526 -0.0387 0.1868
C -3.080831 2.665994 -0.898046 -0.2544 -0.0469 -0.2753
C -4.129859 1.734558 -1.553202 0.1407 -0.2772 -0.0914
C -3.583484 0.983589 -2.771227 -0.3635 -0.0599 0.0097
C -4.797970 0.784422 -0.520765 0.0363 -0.0470 0.0133
C -4.123739 -0.589554 -0.384969 0.0878 0.2410 0.1979
C -6.277574 0.606395 -0.842096 -0.1788 -0.0546 -0.0353
C -0.594417 3.827715 0.139327 -0.1584 0.0717 -0.0338
F 0.617121 4.144149 0.558624 0.1129 0.0730 0.0536
F -1.151010 4.905107 -0.433792 0.1173 0.0480 -0.1427
F -1.314234 3.564863 1.246284 -0.1161 -0.1003 -0.0598
C 0.624324 2.610707 -1.823385 -0.6231 -0.1266 -0.2750
N 1.085302 3.899473 -2.157607 0.1581 -0.2900 0.2870
Br 0.009209 1.714865 -3.577726 0.0023 0.0327 0.4030
H 1.829483 -2.050240 -3.297795 -0.0181 -0.0937 -0.0547
H 2.621678 -3.501564 -2.645044 -0.1351 -0.0210 -0.0553
H 3.579713 -2.096928 -3.115101 0.0425 -0.1072 -0.0407
H 3.089890 -2.484464 -0.570807 0.0592 0.0211 -0.0277
H 0.432267 -1.270043 -1.413186 -0.1739 -0.1496 -0.0949
H 0.987407 -1.491438 0.233689 -0.1312 -0.1938 0.0704
H 0.699242 -2.928239 -0.787863 -0.1708 0.0379 -0.0130
H 4.155829 -0.522925 -1.457729 0.0129 0.0540 0.0828
H 3.184510 -0.149634 -0.066512 -0.1125 -0.1210 0.0612
H 1.772252 0.129458 -2.675721 -0.2326 0.0809 -0.0298
H 3.125666 1.219694 -2.543679 0.0165 -0.0665 -0.0665
H 3.190846 3.017173 -0.966267 0.0865 0.0805 -0.0014
H 3.184303 1.878088 0.224511 0.1401 -0.0708 -0.0887
H -2.965669 2.406068 0.147524 0.1186 -0.0243 0.0451
H -3.424203 3.697222 -0.984294 0.0475 0.0549 0.1843
H -4.936084 2.366278 -1.933438 0.0506 0.1449 0.0843
H -3.413126 1.663789 -3.605384 0.1793 -0.0069 0.0462
H -2.662457 0.448305 -2.555966 0.0469 0.0340 -0.0266
H -4.328357 0.254223 -3.099258 0.0180 0.0046 -0.0238
H -4.733746 1.253715 0.466587 -0.0127 0.1813 -0.0756
H -4.538179 -1.313620 -1.086766 0.0727 -0.0059 -0.0618
H -3.047387 -0.525415 -0.528732 0.0673 -0.0212 -0.0567
H -4.272004 -0.969838 0.627524 -0.1644 -0.0678 -0.0857
H -6.414670 0.056702 -1.777640 0.0497 0.0213 -0.0131
H -6.794155 0.043416 -0.061884 0.0583 -0.0343 0.0055
H -6.788325 1.565181 -0.949750 0.0253 0.0246 0.0524
H 0.340891 4.455431 -2.555886 -0.0062 0.0782 -0.0521
H 1.854775 3.853348 -2.810848 0.0069 0.0923 -0.0965
C 4.803221 0.309110 3.605721 -0.2040 0.0289 0.0242
C 4.866887 -0.874287 4.550700 0.1722 0.0791 0.1267
O 4.794274 -2.009284 3.677156 -0.1099 0.0413 -0.1164
S 5.539797 -1.691625 2.301020 -0.0571 0.0957 0.1677
O 6.864380 -2.191987 2.338148 0.0441 0.0141 -0.0836
O 4.660871 -2.014516 1.236667 0.0313 -0.0873 -0.0009
O 5.598356 -0.101160 2.483779 0.0870 -0.0397 0.0571
H 3.783198 0.500977 3.266608 0.0034 -0.0155 0.0185
H 5.229315 1.214149 4.028864 0.1033 -0.0011 -0.0830
H 4.032708 -0.909772 5.244857 -0.0551 -0.1156 -0.0611
H 5.809890 -0.906807 5.099159 -0.0052 0.0214 -0.0106
C -2.054545 -2.566336 1.743320 -0.1895 0.1841 0.0238
C -1.471395 -2.599380 3.139713 0.2309 0.1206 -0.0693
O -1.586238 -3.976351 3.528582 -0.1471 -0.0391 -0.0443
S -1.391074 -4.920095 2.251500 -0.0328 0.2415 0.0108
O -0.047776 -5.370346 2.188968 0.0232 -0.0816 -0.0662
O -2.473036 -5.834729 2.210985 0.0070 -0.0943 0.0415
O -1.590590 -3.785808 1.145029 0.1741 -0.0759 0.0570
H -3.145896 -2.579585 1.758064 0.0431 -0.0104 0.0396
H -1.700292 -1.717820 1.161787 0.0631 -0.1120 -0.0728
H -2.021543 -1.982922 3.844301 -0.0549 -0.1182 0.0705
H -0.416305 -2.317711 3.142504 -0.0195 0.0141 -0.0242
```
Forces are in eV/Å.

Kohn-Sham gap = 0.3727 hartree
E_LUMO = 0.195 eV
structure (SMILES) = CC(C)CC[C@]1(N)OC(=O)[C@@](OC[C@@H](C)C(C)C)(C(F)(F)F)[C@]1(N)Br.O=S1(=O)OCCO1.O=S1(=O)OCCO1
highest occupied orbital energy = -0.366 Eh



# 5
A cluster of 3 separate species, CH3INOP in total at a distorted geometry. Source: the OMol25 dataset; level of theory: wB97M-V/def2-TZVPD.

The geometry in XYZ format:
```
8
Properties=species:S:1:pos:R:3:forces:R:3
C 0.416781 -1.607280 -1.017850 -0.3280 -1.1979 2.0176
N 0.153928 -1.803649 0.104338 0.4053 0.4281 -2.0121
O 0.425507 0.800322 -1.227249 -0.2171 -0.2751 -2.3310
P 0.446581 1.517269 0.026976 -0.2340 1.7855 1.6697
I 0.959354 -1.618551 -2.936050 -0.0200 -0.1961 -0.1105
H -1.913757 1.276965 2.306470 -0.9611 1.8755 1.5874
H 1.171127 0.637750 0.850731 0.4064 -0.4941 0.7475
H -1.659521 0.797175 1.892634 0.9486 -1.9259 -1.5685
```
Forces are in eV/Å.

Kohn-Sham gap = 0.3213 hartree
E_LUMO = -1.005 eV
relative energy (zero: lowest compared OMol25 entry of this formula, charge and spin) = 290.02 kJ/mol
structure (SMILES) = [H][H].N#CI.O=P
highest occupied orbital energy = -0.358 Eh